This record from the Open Molecules 2025 dataset describes a structure of composition C48H28F24GeN3OP3RbS. The level of theory is ωB97M-V/def2-TZVPD.

The geometry in XYZ format:
```
110
Properties=species:S:1:pos:R:3:mulliken_charge:R:1
Rb 0.14536 -0.02642 -0.67784 1.267
Ge 1.78244 4.57831 0.18345 -0.761
S 0.56657 2.86280 0.34868 -0.209
P 1.41625 -2.99206 0.18487 0.557
P -2.74745 1.67309 0.24836 0.953
P 3.28270 -0.11729 0.27276 0.570
F 0.71239 5.23876 2.95026 -0.189
F -3.42867 8.34933 0.97484 -0.227
F 4.58059 5.23839 5.58001 -0.321
F -6.60587 -1.68738 4.55443 -0.263
F 1.87910 5.45817 5.34688 -0.310
F -4.64659 0.93870 -6.20710 -0.273
F 4.95808 4.57544 0.96834 -0.384
F -8.20790 -0.88275 3.35373 -0.280
F 0.13196 9.66500 0.79310 -0.352
F -3.29872 -0.73438 -6.01574 -0.260
F 3.68708 6.80302 -0.65019 -0.374
F 5.84210 4.98781 -4.38888 -0.315
F 2.68445 2.41794 -2.11466 -0.043
F -4.99225 8.01024 -0.47839 -0.289
F 1.61329 7.57102 1.51631 -0.351
F 5.44565 7.05676 -2.66526 -0.311
F -1.49088 9.51822 -1.37733 -0.405
F -7.22324 -2.71283 2.75911 -0.272
F 4.44438 2.67831 -4.07498 -0.340
F -0.19091 5.08506 -2.08194 -0.467
F -2.52162 1.22727 -6.47435 -0.293
F -1.67491 7.19109 -2.77663 -0.393
F -5.37633 7.67851 1.61870 -0.291
F 6.09616 4.80197 3.36186 -0.313
O -1.61616 -1.72556 -1.00647 -0.223
N -1.61826 -2.97845 -0.78335 -0.307
N -4.88514 -2.55106 -1.95349 -0.596
N -2.64026 -6.16500 -0.49248 -0.577
C -2.56901 4.28935 1.15289 -0.909
C 2.62502 5.24355 4.25896 -0.096
C 3.09754 4.61582 -1.29206 -0.177
C -2.74411 -3.63676 -1.00141 0.730
C -6.00966 -0.69587 2.48952 0.160
C -4.72626 5.24268 -0.31731 -1.146
C -4.11230 0.78717 1.08930 -0.104
C -3.92536 -3.02446 -1.52946 0.070
C 4.95967 4.86993 -3.39368 0.795
C -5.06781 1.42553 1.87609 -0.441
C -6.01044 0.68879 2.57650 -1.119
C -4.36230 3.91195 -0.40254 0.154
C 4.76726 4.91426 3.25183 0.205
C -2.93457 5.62635 1.24822 -0.649
C -4.11202 0.55148 -2.02576 -0.074
C -2.12873 1.84530 -2.41887 -0.593
C 4.75360 -0.27986 -0.82035 -1.317
C -4.44564 7.53032 0.65266 0.840
C -0.79293 8.44812 -0.99252 0.768
C -4.10690 -0.60554 1.03505 -0.428
C 4.75464 5.92128 -2.51637 0.090
C 0.04145 8.52138 0.10774 0.279
C -3.28387 3.42169 0.33224 -0.162
C 3.18658 -2.90501 0.72600 -1.060
C 2.04846 5.12754 3.00602 0.231
C -3.29884 0.85696 -4.26234 0.233
C -7.00888 -1.49431 3.27896 0.910
C -2.25199 1.63094 -3.78216 -0.743
C -0.87517 7.26560 -1.70738 0.148
C 1.40815 -4.67687 -0.53201 -1.255
C -0.10514 6.18210 -1.31379 0.033
C 4.00077 5.13556 4.38046 0.730
C 3.55774 -1.57148 1.38387 -1.022
C -5.05695 -1.34442 1.71655 -0.976
C -3.43657 0.57659 -5.73365 0.747
C 0.74162 6.21272 -0.21783 0.123
C -4.01022 6.09833 0.51263 0.488
C 4.14371 4.80425 2.01707 0.343
C -2.70710 -5.03832 -0.71820 -0.126
C 3.83791 5.76559 -1.49254 1.073
C -3.06215 1.31626 -1.52601 0.314
C 0.61844 -3.32898 1.80503 -1.261
C 3.86462 1.24384 1.35080 -1.089
C 4.24409 3.69721 -3.23088 -0.253
C 3.32806 3.58991 -2.19282 -0.016
C 0.78976 7.41136 0.46706 0.416
C 2.77940 4.90978 1.85162 0.060
C -4.22485 0.31244 -3.38433 -0.954
H -5.02649 -0.31638 -3.74726 0.391
H 1.87555 -5.40381 0.13761 0.350
H -3.35487 -1.11761 0.44557 0.562
H 1.12162 -4.13806 2.34224 0.416
H -5.55656 5.61975 -0.89787 0.475
H -2.36765 6.29579 1.88084 0.432
H -4.83774 0.10693 -1.36119 0.565
H 2.95074 -1.41251 2.28128 0.422
H -0.41953 -3.60980 1.63362 0.401
H -5.08849 2.50479 1.94407 0.344
H 3.40563 -3.73983 1.40146 0.503
H 4.82953 1.02093 1.81419 0.565
H 1.94422 -4.67985 -1.48143 0.336
H -4.91357 3.24966 -1.05966 0.471
H 4.65744 -1.14912 -1.47062 0.372
H 4.60193 -1.57949 1.71793 0.478
H 3.12183 1.45452 2.12000 0.358
H 5.67966 -0.37263 -0.24667 0.357
H 0.62417 -2.43870 2.43638 0.305
H -1.70387 3.92624 1.68957 0.594
H -6.74936 1.19581 3.18148 0.404
H -1.52754 2.05686 -4.46222 0.575
H 4.82365 0.59845 -1.46137 0.234
H 0.38099 -4.98171 -0.72166 0.284
H 3.96389 2.14845 0.75022 0.009
H -1.30989 2.45542 -2.04651 0.563
H -5.05378 -2.42285 1.63845 0.503
H 3.80256 -3.06259 -0.16511 0.408
```

## Properties
Lowest unoccupied orbital energy, eV: 1.681
Total charge: -1
Kohn-Sham gap, eV: 7.74

This record from the Open Molecules 2025 dataset describes a structure of composition C48H32F4N10P2SSe2W. The level of theory is ωB97M-V/def2-TZVPD.

The geometry in XYZ format:
```
100
Properties=species:S:1:pos:R:3:mulliken_charge:R:1
W 0.06549 0.12987 0.40185 -0.581
Se -3.07325 3.26563 4.12567 -0.250
Se -1.97822 -0.46217 1.10133 -0.090
S 2.58493 0.19666 0.20271 -0.398
P -1.92294 3.69843 -1.14163 -0.091
P -1.89820 4.58194 3.00478 0.527
F 0.74404 -4.16389 -5.37916 -0.281
F 2.78138 -6.65300 -1.00968 -0.284
F 3.01094 -7.82162 -3.36587 -0.266
F 0.53582 -3.01002 -3.02370 0.041
N -1.09888 -0.63706 -2.32002 0.373
N 0.54675 -1.87125 -0.19476 -0.105
N 3.17360 -8.92416 -6.18346 -0.362
N -0.24829 0.22318 -1.69226 0.797
N 2.40755 -4.92728 1.60659 -0.464
N 1.08974 -0.62719 2.10161 0.092
N 1.18060 -5.64081 -7.94600 -0.406
N -0.25491 2.15409 0.28294 1.325
N 0.27523 1.86880 1.44963 0.178
N -0.15210 2.64288 2.40186 -1.023
C 1.25233 -4.77479 -4.33263 0.155
C -0.55589 6.07666 -0.89964 -0.308
C -2.64061 7.67516 -1.77544 -0.694
C -0.35120 7.43279 -1.09065 -0.703
C -0.64345 5.63398 5.21661 -0.848
C 1.53782 -6.07868 -6.94622 -0.188
C 2.03133 -6.65608 -5.73047 1.388
C -1.39288 8.23228 -1.54569 -0.631
C 2.03284 -4.66398 0.55252 -0.608
C -2.02357 -1.20381 -4.53847 -1.336
C -0.53246 5.39717 3.85136 0.725
C 2.41484 -6.65755 -3.28812 0.370
C -0.25939 0.61822 -3.89118 -1.165
C 1.66477 -4.78003 -1.92168 0.611
C -0.96716 3.53804 1.79099 1.235
C 2.29851 -6.06263 -2.08775 -0.197
C -4.41628 7.96466 1.24281 -0.585
C -5.84221 2.89426 -1.73142 -0.670
C -6.29084 2.39398 -0.51499 -0.670
C 2.39158 -0.41391 1.82059 0.816
C -3.05726 8.16244 1.44507 -0.880
C 1.48528 6.74939 5.18626 -0.562
C 1.20845 2.13599 -2.43726 -1.093
C -1.14026 -0.41810 -3.63849 0.543
C 0.97265 -2.87929 -0.51984 0.958
C -2.26263 7.12252 1.89639 -0.180
C -1.81364 5.51371 -1.12397 0.425
C -4.09800 2.71954 0.42388 -0.156
C 0.36733 6.31383 5.88095 -0.700
C -4.19595 5.68107 1.94893 -0.376
C -4.52101 3.28900 -1.87382 -0.782
C 2.97536 -1.16094 3.99566 -0.113
C -4.98294 6.72125 1.48173 -0.882
C 0.59444 5.83148 3.15434 -0.046
C 3.37404 -0.67706 2.76748 -0.791
C 1.15057 -4.19214 -3.13149 0.214
C 1.60168 6.50660 3.82224 -0.806
C -2.85762 6.32052 -1.55710 -0.327
C 1.90580 -6.06238 -4.51518 -0.076
C 2.67387 -7.91926 -5.93818 -0.221
C -3.64083 3.22548 -0.78980 0.973
C -1.06599 3.22528 0.41116 -1.248
C -5.41620 2.30234 0.55717 -0.983
C -2.82978 5.87303 2.15330 0.861
C 0.27187 1.00476 -2.66642 0.479
C 1.55402 -4.16598 -0.70228 0.416
C 0.69311 -1.08364 3.30860 -0.198
C 1.62090 -1.36773 4.27542 -0.945
H 0.27564 5.45535 -0.57715 0.288
H -2.61680 9.13451 1.26662 0.462
H -3.45687 8.29761 -2.11883 0.471
H -6.04528 6.57024 1.34035 0.483
H 1.29807 -1.74066 5.23603 0.475
H -3.45731 2.67272 1.29669 0.538
H -1.51420 5.27686 5.75280 0.412
H -1.23125 9.28832 -1.71778 0.445
H -0.36819 -1.20462 3.46395 0.421
H -7.31984 2.07752 -0.40591 0.456
H -2.65262 -0.53345 -5.12233 0.400
H 0.28073 6.50074 6.94284 0.428
H -1.67123 -1.26337 -1.78005 0.193
H -6.51978 2.97120 -2.57158 0.462
H 0.64102 3.06837 -2.48704 0.130
H 1.95983 2.15678 -3.22497 0.524
H -4.17662 3.65389 -2.83602 0.531
H 1.71363 2.09413 -1.47816 0.167
H -4.64690 4.73392 2.21455 0.352
H -5.75755 1.92750 1.51423 0.519
H -0.04682 1.06226 -4.84888 0.583
H 2.27202 7.27855 5.70777 0.409
H 4.41297 -0.49766 2.53118 0.486
H 0.68716 5.65183 2.08778 0.255
H -3.84258 5.90258 -1.72327 0.381
H 3.71683 -1.38086 4.75253 0.465
H -2.66967 -1.87673 -3.97627 0.352
H 2.47608 6.84468 3.28194 0.447
H 0.62427 7.86424 -0.90655 0.455
H -1.21263 7.30225 2.08238 0.362
H -1.42626 -1.79354 -5.23378 0.243
H -5.03739 8.78648 0.90943 0.469
```

## Properties
Relative energy (zero: lowest compared OMol25 entry of this formula, charge and spin), kJ/mol: 1.3
Lowest unoccupied orbital energy (alpha / beta), eV: -8.065 / -8.063
Total charge: +2
Kohn-Sham gap (alpha / beta), eV: 4.02 / 4.02